[1]
{
  "formula": "C26H37EuGeN2O2S3",
  "method": "ωB97M-V/def2-TZVPD",
  "elements": ["Eu", "O", "C", "C", "C", "C", "C", "C", "C", "N", "C", "C", "N", "C", "C", "C", "C", "C", "C", "C", "O", "H", "H", "H", "H", "H", "H", "H", "H", "H", "H", "H", "H", "H", "H", "C", "C", "S", "C", "C", "S", "C", "C", "S", "H", "H", "H", "H", "H", "H", "H", "H", "H", "H", "H", "H", "C", "Ge", "C", "C", "C", "H", "H", "H", "H", "H", "H", "H", "H", "H", "H", "H"],
  "coordinates": [[0.519, 0.153, -0.152], [-0.743, -1.104, 1.093], [-3.292, -1.515, 0.331], [-4.372, -2.532, 0.633], [-5.567, -2.482, -0.035], [-5.735, -1.620, -1.142], [-4.620, -1.006, -1.712], [-3.322, -1.180, -1.155], [-2.200, -1.193, -1.982], [-0.940, -1.434, -1.584], [-0.088, -2.053, -2.590], [1.039, -1.127, -3.067], [1.850, -0.753, -1.937], [3.164, -0.978, -1.956], [4.048, -0.757, -0.857], [5.446, -0.755, -1.091], [6.365, -0.523, -0.092], [5.915, -0.306, 1.214], [4.556, -0.327, 1.486], [3.581, -0.527, 0.489], [2.303, -0.535, 0.820], [-4.230, -3.217, 1.458], [-6.382, -3.135, 0.257], [-6.716, -1.524, -1.589], [-4.692, -0.494, -2.665], [-2.397, -1.120, -3.055], [-0.672, -2.371, -3.465], [0.373, -2.941, -2.144], [0.574, -0.230, -3.503], [1.620, -1.637, -3.850], [3.632, -1.358, -2.874], [5.796, -0.917, -2.107], [7.426, -0.499, -0.315], [6.630, -0.127, 2.010], [4.183, -0.173, 2.494], [-1.928, -0.104, 4.423], [-2.188, 1.246, 3.721], [-1.521, 1.553, 2.041], [-2.859, 1.054, 0.892], [-3.593, -0.257, 1.195], [-1.649, -2.259, 0.780], [-2.062, -2.794, 2.521], [-0.896, -2.619, 3.496], [-0.360, -0.929, 3.979], [-1.893, 0.067, 5.499], [-2.739, -0.803, 4.233], [-3.261, 1.438, 3.677], [-1.726, 2.047, 4.297], [-3.565, 1.884, 0.878], [-2.364, 1.018, -0.088], [-3.478, -0.511, 2.248], [-4.659, -0.081, 1.040], [-2.953, -2.287, 2.879], [-2.286, -3.858, 2.436], [-1.132, -3.149, 4.418], [0.019, -3.045, 3.079], [3.788, 2.606, -1.059], [1.975, 3.289, -1.422], [1.518, 2.705, -3.256], [2.150, 5.270, -1.456], [0.625, 2.638, -0.145], [4.528, 3.350, -1.362], [3.963, 1.693, -1.626], [3.943, 2.376, -0.004], [2.087, 3.275, -3.995], [0.455, 2.823, -3.473], [1.780, 1.652, -3.360], [2.908, 5.532, -2.192], [2.468, 5.645, -0.482], [1.215, 5.764, -1.724], [-0.316, 3.162, -0.326], [0.951, 2.906, 0.874]],
  "mulliken_spin": [4.04, -0.05, -0.01, 0.44, 0.00, 0.31, 0.26, 0.14, 0.27, 0.39, -0.03, 0.01, 0.21, 0.47, -0.11, 0.15, -0.12, 0.22, -0.07, 0.14, 0.03, 0.02, 0.02, 0.03, 0.03, 0.04, -0.02, 0.03, -0.02, 0.02, 0.03, 0.00, -0.01, 0.03, -0.01, 0.00, 0.00, 0.00, -0.01, 0.08, 0.04, 0.02, 0.01, 0.00, 0.00, 0.00, 0.00, 0.00, 0.00, 0.01, -0.03, 0.01, -0.01, -0.01, 0.00, 0.00, -0.01, 0.00, -0.01, 0.00, 0.00, 0.00, 0.01, 0.00, 0.00, 0.00, 0.02, 0.00, 0.00, 0.00, 0.00, 0.00],
  "max_force_ev_per_a": 2.068,
  "gap_ev": [3.49, 5.18],
  "multiplicity": 8,
  "charge": -1,
  "s2": 15.801
}

[2]
{
  "formula": "CH3BrO",
  "method": "ωB97M-V/def2-TZVPD",
  "elements": ["C", "O", "Br", "H", "H", "H"],
  "coordinates": [[0.068, 0.266, -0.325], [0.790, -0.024, 0.942], [-0.791, -1.357, -0.982], [-0.689, 1.033, -0.002], [0.578, 0.446, -1.165], [0.045, -0.364, 1.532]],
  "lowdin_charge": [-0.59, -0.18, 0.60, 0.09, -0.02, 0.10],
  "max_force_ev_per_a": 6.334,
  "gap_ev": 11.26
}

[3]
{
  "formula": "C3H8N5",
  "method": "ωB97M-V/def2-TZVPD",
  "elements": ["C", "C", "C", "N", "N", "N", "N", "N", "H", "H", "H", "H", "H", "H", "H", "H"],
  "coordinates": [[-1.004, 0.924, 1.472], [-0.737, 1.139, -1.086], [-0.053, 0.835, 0.228], [0.997, -2.794, -0.764], [-0.144, -2.667, -0.910], [1.608, -0.812, 0.116], [1.959, -2.031, -0.295], [0.440, -0.453, 0.166], [-1.728, 0.176, 1.446], [-1.573, 1.943, 1.512], [-0.439, 0.921, 2.364], [-1.635, 0.467, -1.283], [-0.089, 0.959, -1.972], [-1.168, 2.200, -1.255], [0.702, 1.584, 0.292], [2.864, -2.391, -0.031]],
  "lowdin_charge": [-0.01, -0.07, -0.44, 0.01, 0.36, 0.11, 0.04, 0.10, 0.06, 0.14, 0.06, 0.10, 0.08, 0.13, 0.14, 0.19],
  "max_force_ev_per_a": 6.106,
  "gap_ev": [8.50, 8.49],
  "charge": 1
}

Energy above the lowest of the compared OMol25 structures with the same formula, charge and spin? In order: 161.78, 10.28, 125.05 kcal per mole.